(1)
{
  "formula": "C7H14ClN2O2P",
  "method": "ωB97M-V/def2-TZVPD",
  "elements": ["C", "C", "O", "O", "C", "C", "C", "N", "C", "P", "N", "C", "H", "H", "H", "H", "H", "H", "H", "H", "H", "H", "H", "H", "H", "H", "Cl"],
  "coordinates": [[-1.61989, 0.12080, 2.38200], [-2.06881, 0.45672, 0.98701], [-3.03381, -0.03817, 0.46834], [-1.31912, 1.41160, 0.40492], [-1.15506, 1.34588, -1.01070], [0.27930, 1.04503, -1.46506], [0.34299, -0.19994, -2.36310], [0.62521, -1.27760, -1.38827], [1.16858, -0.82529, -0.30958], [1.75486, -1.98747, 1.00276], [1.33807, -1.59456, 2.43972], [1.24143, 0.65860, -0.32703], [-1.69210, -0.95519, 2.53195], [-0.60691, 0.47270, 2.57366], [-2.28961, 0.63809, 3.07573], [-1.36366, 2.33055, -1.42680], [-1.87738, 0.62894, -1.41479], [0.65537, 1.89984, -2.02723], [1.25134, -0.13270, -2.97749], [-0.47900, -0.38329, -3.05223], [0.44943, -2.26231, -1.55447], [3.13704, -1.94226, 0.75682], [1.29285, -3.20809, 0.47418], [0.75545, -2.29335, 2.88717], [0.96003, 1.12436, 0.62012], [2.28525, 0.89796, -0.58747], [-0.03184, 4.06912, -0.70017]],
  "forces_ev_per_a": [[0.1, 0.5, 0.1], [-0.3, 0.3, 0.1], [0.0, -0.4, -0.3], [0.8, -0.6, 0.1], [-0.9, 0.3, -0.6], [0.0, -0.5, -0.3], [0.8, 0.5, -0.4], [-0.2, 0.1, 0.3], [-0.3, -0.3, -0.2], [-0.2, 0.2, 0.8], [0.0, -0.3, -0.3], [-0.1, 0.0, -0.2], [-0.1, 0.1, 0.1], [-0.1, -0.1, 0.0], [0.0, -0.2, 0.0], [-0.2, 0.0, 0.3], [0.1, -0.1, 0.1], [-0.1, 0.2, 0.3], [-0.1, -0.1, 0.0], [-0.3, -0.2, 0.5], [0.1, 0.0, -0.1], [0.0, 0.0, -0.3], [0.2, -0.1, -0.3], [-0.1, 0.3, 0.2], [0.3, 0.0, 0.0], [-0.1, 0.2, 0.2], [0.4, 0.2, 0.0]],
  "nbo_charge": [-0.723, 0.798, -0.601, -0.500, -0.121, -0.254, -0.238, -0.426, 0.164, 1.312, -1.244, -0.500, 0.226, 0.238, 0.252, 0.286, 0.185, 0.301, 0.214, 0.243, 0.431, -0.043, -0.059, 0.399, 0.321, 0.274, -0.935],
  "e_lumo_ev": -2.1,
  "charge": 0,
  "orbital_gap_ev": 4.789
}


(2)
{
  "formula": "C7H14I2",
  "method": "ωB97M-V/def2-TZVPD",
  "elements": ["C", "C", "C", "C", "H", "H", "H", "H", "H", "H", "H", "H", "C", "C", "C", "I", "H", "H", "H", "H", "H", "I", "H"],
  "coordinates": [[0.97837, -0.56677, -2.03750], [1.60489, -1.26086, -1.08485], [0.63093, -2.02465, -0.16368], [2.96861, -0.87067, -0.61084], [-0.09530, -0.56536, -1.99916], [1.42651, 0.18059, -2.68856], [-0.29941, -1.90693, -0.68544], [0.58369, -1.70130, 0.85913], [0.90938, -3.09449, -0.33734], [3.52533, -1.73368, -0.00754], [2.74925, -0.09390, 0.10783], [3.51830, -0.56292, -1.47598], [0.19051, 2.23703, 0.18596], [-0.92574, 1.73079, 0.53382], [-1.39119, 1.34615, 1.83971], [-2.66019, 1.70999, -0.79528], [0.62900, 2.28860, -0.78079], [0.70107, 2.65953, 0.96886], [-2.49271, 1.13714, 1.97823], [-0.95942, 0.33659, 2.01308], [-0.99079, 1.94794, 2.60101], [-5.65506, -1.19551, 0.40999], [-4.94603, 0.00267, 1.16935]],
  "forces_ev_per_a": [[0.4, 0.3, 0.1], [-1.6, 1.2, 1.1], [1.5, -1.2, -2.3], [0.4, -2.9, 1.2], [-0.3, -0.2, -0.6], [0.3, -0.3, 0.0], [-0.8, -0.1, 0.4], [0.2, 0.0, 0.5], [-0.3, 0.5, 1.0], [-1.0, 1.7, -1.5], [0.5, 0.5, 0.2], [0.8, 0.5, -0.1], [1.3, 0.3, -1.5], [-4.0, -0.3, -1.6], [-1.3, -2.8, 1.2], [0.8, -0.4, -0.3], [-0.2, 0.4, -0.7], [2.0, 0.5, 1.9], [1.2, 0.9, -0.3], [-0.1, 0.4, 0.1], [0.4, 1.0, 1.2], [-0.2, -0.3, -0.2], [0.2, 0.3, 0.2]],
  "nbo_charge": [-0.428, 0.043, -0.643, -0.643, 0.191, 0.190, 0.214, 0.210, 0.215, 0.205, 0.222, 0.223, -0.457, -0.014, -0.699, 0.041, 0.228, 0.205, 0.233, 0.233, 0.231, -0.094, 0.093],
  "e_lumo_ev": 0.3,
  "charge": 0,
  "orbital_gap_ev": 9.349
}


(3)
{
  "formula": "C7H14I2N2PdS3",
  "method": "ωB97M-V/def2-TZVPD",
  "elements": ["Pd", "I", "C", "I", "H", "H", "C", "C", "S", "C", "C", "S", "H", "H", "H", "H", "H", "H", "C", "N", "C", "N", "S", "H", "H", "H", "H", "H", "H"],
  "coordinates": [[-0.75331, 0.45329, 0.38862], [-2.88352, 1.07132, -1.42501], [-3.80724, 2.34856, 0.07659], [-3.58583, 2.07428, 2.20016], [-4.84327, 2.29051, -0.16824], [-3.40434, 3.30651, -0.20518], [1.78835, -2.78110, 2.66851], [0.66257, -1.89594, 2.15763], [0.81916, -0.25503, 1.89777], [-0.51894, -2.49461, 1.74025], [-0.75732, -3.96682, 1.96204], [-1.76911, -1.53922, 1.03632], [2.59487, -2.12201, 3.08431], [2.16311, -3.40653, 1.82908], [1.45057, -3.45070, 3.53338], [0.06170, -4.54848, 1.45239], [-1.73433, -4.21020, 1.55628], [-0.67481, -4.19464, 3.00023], [1.47858, 2.54973, -3.79374], [0.62792, 2.62024, -2.61240], [1.03176, 2.05108, -1.47960], [2.10082, 1.23641, -1.39000], [0.18439, 2.45062, -0.02233], [0.91468, 2.81310, -4.68396], [1.84244, 1.51576, -3.88111], [2.38573, 3.17567, -3.64461], [-0.15074, 3.21960, -2.58679], [2.52658, 0.79610, -2.23514], [2.24953, 0.89250, -0.45544]],
  "forces_ev_per_a": [[-0.3, 0.1, -0.5], [-0.3, -0.1, 0.5], [0.5, 0.1, 0.2], [0.2, -0.2, -1.0], [-0.7, -0.1, 0.0], [0.0, 0.3, 0.2], [0.2, 0.6, 1.4], [-0.5, -2.1, -0.5], [1.3, 0.8, 1.0], [1.0, -0.8, 0.8], [0.6, 0.6, -1.8], [-1.1, -0.2, 0.1], [-0.5, -0.8, -0.5], [-0.1, 0.3, 0.6], [0.3, 0.8, -1.3], [-0.9, 0.4, 0.3], [0.0, -0.5, 0.2], [-0.2, -0.2, 0.9], [0.8, -0.3, 0.0], [1.9, -1.5, 0.9], [0.4, 0.0, -1.1], [-0.9, 0.5, -1.1], [-0.3, 0.9, 0.3], [0.1, 0.1, 0.1], [-0.3, 0.3, -0.4], [-0.7, -0.1, -0.3], [-1.0, 0.8, 0.1], [-0.3, 0.6, 1.3], [0.5, -0.4, -0.2]],
  "nbo_charge": [0.366, 0.268, -0.685, 0.253, 0.240, 0.228, -0.675, -0.190, 0.242, -0.086, -0.675, 0.302, 0.259, 0.262, 0.269, 0.265, 0.255, 0.269, -0.430, -0.510, 0.328, -0.748, 0.167, 0.262, 0.200, 0.243, 0.437, 0.447, 0.433],
  "e_lumo_ev": [-6.5, -10.3],
  "spin_multiplicity": 5,
  "charge": 2,
  "orbital_gap_ev": [7.644, 5.090]
}


(4)
{
  "formula": "C7H14I2NO",
  "method": "ωB97M-V/def2-TZVPD",
  "elements": ["C", "C", "I", "C", "C", "I", "H", "H", "H", "H", "H", "H", "H", "C", "C", "O", "N", "C", "H", "H", "H", "H", "H", "H", "H"],
  "coordinates": [[-4.07761, 2.47607, 0.70004], [-2.69982, 2.18041, 0.96130], [-2.47262, 0.15286, 1.92572], [-1.62058, 2.28441, -0.14499], [-0.20518, 2.37612, 0.38600], [-1.74650, 0.76875, -1.66736], [-4.50152, 1.92475, -0.13712], [-4.28351, 3.54172, 0.68055], [-2.33191, 2.89236, 1.70109], [-1.88545, 3.19492, -0.66155], [0.53305, 2.44548, -0.39987], [0.02566, 1.50525, 0.98445], [-0.15443, 3.25646, 1.02104], [0.76458, -1.92792, 0.06949], [2.10739, -1.31264, -0.24868], [2.35855, -0.13104, -0.11542], [3.08009, -2.16622, -0.70381], [2.98509, -3.59218, -0.92920], [0.07232, -1.16526, 0.41246], [0.34562, -2.40099, -0.81959], [0.87573, -2.68221, 0.85097], [3.95505, -1.70842, -0.89915], [3.70470, -4.13491, -0.31091], [3.18153, -3.83672, -1.97607], [1.98977, -3.94105, -0.67942]],
  "forces_ev_per_a": [[0.5, -0.2, -0.5], [-0.8, 1.6, -0.9], [0.4, -1.0, 0.7], [0.0, -0.4, 0.6], [-0.2, -0.2, 0.0], [-0.1, 0.0, -0.3], [-0.1, 0.0, -0.1], [-0.2, 0.1, 0.4], [0.2, -0.1, 0.3], [-0.1, 0.1, -0.4], [0.2, 0.1, -0.2], [0.1, -0.2, 0.2], [0.1, 0.2, 0.2], [0.1, 0.1, 0.0], [-0.1, -0.1, 0.0], [0.0, 0.1, 0.0], [0.0, -0.1, 0.0], [0.1, 0.2, 0.0], [0.0, 0.1, 0.0], [0.0, 0.0, 0.0], [-0.1, 0.0, 0.0], [0.0, 0.0, 0.0], [0.0, 0.0, 0.0], [0.0, 0.0, 0.0], [0.0, 0.0, 0.0]],
  "nbo_charge": [-0.840, -0.280, -0.273, -0.304, -0.655, -0.026, 0.159, 0.172, 0.197, 0.214, 0.217, 0.231, 0.199, -0.733, 0.685, -0.620, -0.632, -0.409, 0.279, 0.223, 0.216, 0.391, 0.185, 0.187, 0.216],
  "e_lumo_ev": 2.6,
  "charge": -1,
  "orbital_gap_ev": 4.617
}


(5)
{
  "formula": "C7H14MgO6S2",
  "method": "ωB97M-V/def2-TZVPD",
  "elements": ["O", "S", "O", "O", "C", "C", "C", "C", "C", "C", "S", "O", "O", "O", "C", "H", "H", "H", "H", "H", "H", "H", "H", "H", "H", "H", "H", "H", "H", "Mg"],
  "coordinates": [[-2.76368, 0.93369, -0.60349], [-3.18699, -0.26951, -1.20357], [-3.70871, -0.28353, -2.60728], [-4.20498, -1.00814, -0.30351], [-1.79469, -1.35148, -1.48642], [-0.42109, -0.64801, -1.60656], [0.60096, -1.11895, -0.55161], [0.78592, -0.17505, 0.65205], [0.90282, 1.30396, 0.24359], [1.43384, 2.26870, 1.31111], [2.65569, 1.55515, 2.39116], [3.81070, 2.37743, 2.43413], [2.00410, 1.16586, 3.60332], [3.05182, 0.24694, 1.55329], [1.97588, -0.68709, 1.50076], [-3.78293, -1.35921, 0.50580], [-2.27178, -1.61901, -2.41057], [-1.70828, -2.24156, -0.86346], [-0.01153, -0.89880, -2.59724], [-0.57735, 0.43071, -1.60992], [1.56496, -1.30515, -1.02403], [0.24466, -2.07364, -0.15436], [-0.10228, -0.27677, 1.28639], [-0.10876, 1.64199, 0.00514], [1.47685, 1.39452, -0.68162], [1.97850, 3.06457, 0.80380], [0.66085, 2.73870, 1.91326], [1.65626, -0.97367, 2.50061], [2.39062, -1.58989, 1.05121], [-2.55139, -1.24275, -4.05200]],
  "forces_ev_per_a": [[-0.3, 0.3, -0.5], [0.6, 0.5, 1.0], [-0.2, 0.1, -0.4], [-0.1, -0.4, -0.9], [1.0, 0.0, 0.8], [-0.1, -0.1, -0.6], [-0.3, 0.3, 0.4], [-0.2, 0.0, 0.3], [-0.5, -0.3, 0.0], [0.5, 0.2, -0.6], [0.2, 0.5, 0.9], [0.0, -0.2, -0.3], [-0.1, -0.3, -0.3], [-0.3, 0.1, 0.1], [0.0, -0.6, -0.3], [-0.3, 0.2, 0.2], [0.8, -2.0, 0.0], [-0.4, 0.0, 0.1], [0.0, 0.0, 0.0], [0.2, 0.0, 0.1], [0.0, 0.1, -0.1], [0.3, -0.2, -0.1], [0.0, 0.1, 0.0], [0.0, 0.1, -0.1], [0.3, 0.0, 0.2], [-0.1, 0.1, 0.0], [0.0, -0.2, 0.2], [0.0, 0.3, 0.1], [0.2, 0.1, 0.0], [-1.2, 1.2, 0.0]],
  "nbo_charge": [-0.804, 2.375, -1.107, -0.816, -0.583, -0.447, -0.390, -0.245, -0.405, -0.700, 2.383, -0.879, -0.923, -0.684, -0.089, 0.555, -0.016, 0.304, 0.203, 0.269, 0.248, 0.209, 0.203, 0.211, 0.216, 0.272, 0.265, 0.230, 0.202, 1.941],
  "e_lumo_ev": -12.6,
  "charge": 2,
  "orbital_gap_ev": 2.825
}


(6)
{
  "formula": "C7H14MnPS",
  "method": "ωB97M-V/def2-TZVPD",
  "elements": ["C", "C", "C", "C", "C", "Mn", "P", "H", "H", "H", "H", "H", "H", "H", "H", "C", "S", "C", "H", "H", "H", "H", "H", "H"],
  "coordinates": [[2.23445, -0.64315, -0.72503], [2.45563, -1.56572, 0.32030], [1.43097, -2.56432, 0.32933], [0.54659, -2.30500, -0.73719], [1.07618, -1.12565, -1.51334], [0.18914, 0.83097, -1.00504], [1.16394, 2.95576, -1.19926], [3.00188, 0.05388, -1.06815], [3.32454, -1.52241, 1.01185], [1.51472, -3.43340, 0.96327], [1.03405, -0.94650, -2.59735], [-0.34099, -2.86424, -1.03539], [0.89462, 3.01841, -2.62386], [2.52574, 3.36449, -1.01792], [0.33837, 4.01585, -0.58376], [-2.24918, -1.11590, 1.33862], [-1.61243, 0.33819, 0.46719], [-2.47709, 1.73048, 1.20853], [-1.95919, -2.02126, 0.76096], [-3.34087, -0.99770, 1.34671], [-1.80357, -1.15560, 2.33140], [-3.08469, 2.19470, 0.42014], [-3.11652, 1.31093, 2.01842], [-1.74628, 2.44720, 1.58957]],
  "forces_ev_per_a": [[-0.1, -1.7, -0.6], [-0.1, 0.6, 0.1], [0.3, 1.0, -1.1], [1.3, 1.2, -1.0], [0.3, -0.7, 1.9], [0.5, -1.0, 0.6], [-1.4, 0.0, 0.3], [-0.3, -0.1, 0.0], [-0.8, 0.0, -0.5], [-0.6, 0.0, 0.2], [-0.3, -0.3, 0.4], [0.4, 0.0, 0.1], [0.3, 0.7, 0.8], [-0.6, 0.1, -0.2], [1.3, -0.3, -1.0], [0.0, -0.2, -0.5], [0.4, 0.2, -0.6], [-0.7, -0.4, 0.4], [-0.2, 0.8, 0.4], [0.3, -0.3, 0.2], [-0.2, -0.1, 0.0], [0.1, -0.1, 0.5], [0.3, 0.7, -0.5], [-0.2, -0.2, 0.1]],
  "nbo_charge": [-0.404, -0.280, -0.322, -0.272, -0.638, 0.787, -0.084, 0.212, 0.205, 0.211, 0.233, 0.203, 0.037, 0.028, 0.028, -0.724, 0.132, -0.742, 0.260, 0.220, 0.228, 0.229, 0.223, 0.231],
  "e_lumo_ev": [0.2, 0.4],
  "spin_multiplicity": 5,
  "charge": 0,
  "orbital_gap_ev": [7.058, 5.918]
}